Molecular formula: C8H24IO8
Method: DFT, ωB97M-V with the def2-TZVPD basis set

Each line ends with the natural charge from an NBO analysis.
CARTESIAN COORDINATES (ANGSTROEM)
I  1.4860  -34.8058  3.9447  -0.906
C  1.4933  -38.1264  6.5430  -0.078
C  2.1026  -39.4586  6.0699  -0.089
O  1.2104  -40.5535  5.9768  -0.726
O  2.5091  -37.1627  6.5921  -0.746
H  1.0794  -38.2969  7.5444  0.148
H  0.6919  -37.8564  5.8501  0.171
H  2.9349  -39.7186  6.7378  0.153
H  2.6311  -39.2236  5.1359  0.178
H  1.0514  -40.6688  5.0350  0.472
H  2.1950  -36.3704  6.1347  0.500
C  2.2526  -38.0695  1.1104  -0.091
C  0.8908  -37.9693  0.4456  -0.085
O  0.1611  -36.7904  0.7525  -0.715
O  2.1311  -38.2311  2.5199  -0.769
H  2.8476  -37.1599  1.0116  0.182
H  2.6980  -38.9688  0.6868  0.167
H  0.3148  -38.8543  0.7329  0.152
H  1.0249  -37.9657  -0.6372  0.165
H  0.1266  -36.7485  1.7201  0.476
H  1.9181  -37.4045  2.9745  0.497
C  3.5051  -32.2819  7.1140  -0.089
C  2.6853  -33.4680  7.6125  -0.082
O  1.3505  -33.4369  7.1668  -0.757
O  2.8891  -31.0631  7.5494  -0.735
H  3.6181  -32.2774  6.0294  0.174
H  4.4779  -32.3392  7.6171  0.155
H  2.6548  -33.4216  8.7022  0.169
H  3.1679  -34.3911  7.2654  0.171
H  1.2965  -33.7676  6.2479  0.490
H  2.5869  -30.5684  6.7885  0.468
C  -1.3293  -31.5173  3.4866  -0.115
C  -1.1962  -31.8111  1.9999  -0.071
O  -0.9218  -33.1688  1.8050  -0.738
O  -1.3003  -30.1160  3.7665  -0.721
H  -0.6465  -32.0905  4.1296  0.189
H  -2.2245  -32.0340  3.8664  0.174
H  -0.4438  -31.1249  1.5784  0.135
H  -2.0778  -31.5539  1.4116  0.168
H  -0.1119  -33.4519  2.2627  0.497
H  -0.3557  -29.9374  3.8223  0.462

Computed properties:
E: -33167.165 eV
Total charge: -1
HOMO level: -5.47 eV


Molecular formula: C7H12ClFNaO3P
Method: DFT, ωB97M-V with the def2-TZVPD basis set

Each line ends with the natural charge from an NBO analysis.
CARTESIAN COORDINATES (ANGSTROEM)
C  2.2065  -1.9233  0.8193  -0.751
C  1.9801  -1.7017  -0.7391  0.905
O  1.5160  -2.6470  -1.4604  -0.800
O  2.2687  -0.4571  -1.2367  -0.536
C  1.0393  0.3228  -1.4790  -0.091
C  0.0056  0.2315  -0.2714  -0.510
C  -1.0721  1.4014  -0.2805  -0.658
C  -2.2769  0.8927  0.6453  -0.482
C  -3.3657  0.0385  -0.1236  0.052
F  -3.4395  0.3237  -1.5226  -0.379
P  -0.3860  2.8687  0.6532  1.036
O  1.2700  3.0144  0.2416  -1.028
Cl  -0.3339  2.2643  2.7412  -0.505
H  1.1766  -1.7606  1.2732  0.290
H  2.6412  -2.9329  1.0508  0.211
H  2.8448  -1.0939  1.2576  0.266
H  0.5476  0.0618  -2.4710  0.189
H  1.3936  1.3932  -1.6075  0.241
H  -0.5485  -0.7653  -0.2555  0.189
H  0.6458  0.3653  0.6713  0.179
H  -1.8061  0.2184  1.4375  0.184
H  -2.7273  1.8302  1.1011  0.216
H  -4.3777  0.1630  0.3725  0.160
H  -3.1141  -1.0619  -0.0238  0.136
H  1.7912  3.2798  1.0217  0.494
Na  2.1210  -4.3259  -1.8152  0.989

Computed properties:
E: -42537.811 eV
Total charge: 0
HOMO level: -5.53 eV


Molecular formula: C5H11N2O
Method: DFT, ωB97M-V with the def2-TZVPD basis set

Each line ends with the natural charge from an NBO analysis.
CARTESIAN COORDINATES (ANGSTROEM)
C  0.2923  -1.3341  -0.1531  0.461
C  -0.0394  1.0218  -1.0686  -0.290
C  0.7029  -0.2897  -1.0011  0.237
C  -1.0232  -1.4807  0.5846  -0.705
C  -0.4750  1.6330  1.2715  -0.481
N  0.3541  1.3545  0.1947  -0.220
N  1.9135  -0.3886  -1.6177  -0.732
O  0.8485  -2.5262  -0.2037  -0.593
H  0.3037  1.6356  -1.8902  0.255
H  -1.0361  0.7849  -1.2177  0.199
H  -1.6591  -2.2977  0.0784  0.286
H  -1.5280  -0.5711  0.4984  0.235
H  -0.8366  -2.1221  1.4192  0.287
H  -1.4934  1.7737  1.1023  0.201
H  -0.2501  0.8660  2.0017  0.250
H  0.0025  2.5872  1.7666  0.273
H  1.7973  -2.5271  -0.3340  0.499
H  2.6222  -0.9431  -1.0698  0.383
H  2.5001  0.3433  -2.1597  0.455

Computed properties:
E: -10380.238 eV
Total charge: +1
HOMO level (alpha / beta): -13.43 / -13.22 eV